1.
{
  "formula": "C50H55ClN6O8",
  "method": "wB97M-V/def2-TZVPD",
  "elements": ["N", "H", "O", "O", "H", "C", "H", "H", "H", "H", "H", "C", "C", "O", "C", "O", "C", "O", "C", "C", "H", "H", "H", "C", "C", "C", "C", "H", "Cl", "O", "H", "C", "H", "C", "H", "C", "C", "H", "C", "C", "H", "N", "C", "C", "C", "C", "C", "O", "C", "C", "N", "C", "H", "C", "C", "C", "H", "H", "H", "H", "H", "H", "C", "C", "H", "C", "H", "H", "C", "C", "H", "C", "N", "H", "C", "C", "H", "H", "H", "H", "H", "O", "C", "C", "H", "C", "C", "C", "H", "H", "H", "H", "H", "H", "H", "H", "H", "C", "H", "C", "H", "C", "H", "C", "H", "N", "H", "H", "H", "H", "N", "H", "H", "C", "C", "C", "C", "C", "H", "H"],
  "xyz": [[2.39630, -3.94306, 1.73215], [0.38101, -0.68702, -2.62686], [-5.24194, 0.65222, 2.95257], [-1.43274, 2.74130, 6.41573], [4.64494, 1.60131, -0.50633], [-4.45927, 1.11525, 3.90123], [-3.98490, -2.25108, -2.51853], [-0.10790, 5.16858, 5.68176], [3.33530, 2.39575, -5.57990], [6.47520, 3.27111, -0.76803], [5.00298, 5.96642, -3.67871], [4.36622, 4.99689, -3.89460], [3.76360, 4.65266, -2.36280], [-3.27831, -2.91004, -2.90539], [4.94172, 3.84245, 2.07072], [6.17521, 3.84148, 0.02175], [-4.82969, -3.21040, 0.06848], [2.29331, 1.46743, 3.29987], [-4.15324, -4.45291, 0.09116], [-2.39148, 2.25771, 5.68934], [-1.86150, -6.55372, -5.00639], [4.08422, -6.35136, 0.02841], [2.46977, -7.71751, 1.16557], [-4.44116, -3.74660, -4.86818], [-3.56463, -4.87155, 1.22825], [-2.15370, 1.94498, 4.39520], [-0.68482, 6.61672, 4.13784], [-3.14028, -7.57942, -6.87154], [-4.94887, -0.14562, -1.82461], [-3.54421, -6.61091, -7.02997], [0.78330, 3.46920, 4.00939], [2.31827, -0.32550, -1.90771], [-5.19919, -2.81854, -0.71125], [-4.86099, 1.53367, 5.24897], [0.46920, -2.57090, -0.04586], [3.37680, -5.93124, 0.66727], [2.91293, 3.53733, -2.35160], [-1.18335, 7.06583, 4.83017], [-0.49743, -2.75389, -0.28730], [3.23423, -4.52468, 0.88450], [1.08043, -6.81363, 3.04488], [-1.05692, -0.56471, 0.31563], [1.55369, -4.79973, 2.43259], [-4.10504, -2.86059, 2.38488], [3.36959, 2.99970, -4.67311], [2.76255, 2.64493, -3.43126], [-1.21240, 2.81647, -1.02216], [4.65467, 4.53426, -6.15216], [0.01412, 5.97331, 1.99528], [5.19653, 3.20496, 0.75373], [3.64257, -0.56677, -1.97184], [-0.32457, 1.48306, 0.84188], [-0.92815, 7.83957, 2.38186], [-2.58292, -4.83063, -3.91145], [4.08467, 4.25922, -4.92274], [-0.26429, 0.14801, 1.22198], [-2.10577, 3.02229, -1.40940], [-2.53594, 1.01806, 2.68980], [-1.34223, -2.17166, 1.50590], [3.93062, 5.28931, -1.43862], [-4.07615, -5.14029, -0.87264], [-4.83947, 0.86104, 1.99128], [1.36162, -0.83957, -2.84841], [3.32267, 1.96482, 2.51847], [-5.17207, -2.78911, -4.75573], [2.50118, -6.71714, 1.37592], [0.33598, 2.42080, 1.32735], [4.04135, 3.44272, 3.95996], [-1.47652, -1.87768, 0.42242], [-4.49577, -4.77954, -5.96762], [3.89022, -1.95220, -5.03474], [0.37388, 4.39752, 3.73004], [0.46942, 4.68916, 2.33576], [-1.12631, 3.35812, -0.38959], [-2.58055, -5.87187, -4.96103], [1.83673, -1.33876, -4.08838], [-0.73411, -2.54949, -1.36091], [3.94654, -3.90119, 0.35542], [-0.24175, 6.01926, 0.95072], [3.35244, 0.35611, 1.17388], [2.08246, 1.67165, 4.16391], [2.09187, 3.37893, -1.27972], [-0.49531, 6.97443, 2.81462], [-3.14968, 1.37278, 3.59682], [1.25116, -1.69209, -4.92495], [3.27535, -1.49109, -4.21756], [4.12711, -1.14616, -3.06420], [1.47507, -6.18837, 2.29720], [-0.58424, -3.71628, -0.11693], [5.20374, -1.37894, -3.08531], [-2.98001, -5.73487, 1.49437], [2.14526, 4.03795, -0.57069], [-5.36200, -4.70634, -6.54691], [-0.42295, 2.84392, 6.16864], [-3.99209, -2.40600, 3.24067], [-5.94371, 1.19150, 5.44788], [-2.44456, -1.99983, 0.20220], [-3.45518, -3.83641, -3.87220], [1.75398, 0.28026, -1.18993], [3.68091, 1.33315, 1.32857], [-5.31816, -1.45493, 1.23985], [-3.62969, 2.07509, 6.14537], [0.09447, -0.30957, 2.11227], [-0.10788, 5.46487, 4.59549], [-3.99904, 2.25992, 7.12481], [-3.36392, -4.03492, 2.30015], [-0.44007, 3.03191, -1.80265], [1.96077, 1.84148, -3.46772], [-2.10635, 0.17688, -1.35814], [-1.17647, 2.08386, 4.04356], [-0.93194, 1.50603, -0.38838], [5.36334, 4.79263, 2.43223], [5.23121, 5.38938, -6.23728], [-4.90890, -2.45468, 1.25806], [4.60645, 2.00949, 0.51646], [-3.57394, -5.75596, -6.04086], [4.09671, 3.09667, 2.99955], [-1.50090, 0.38266, -0.60429], [-1.57181, -5.13724, -3.27513], [1.03346, -4.31225, 3.24754]],
  "forces_ev_per_a": [[-0.8, -1.8, 0.1], [-2.7, 0.3, 0.3], [-0.7, -0.3, -3.9], [4.9, 2.2, 3.5], [0.7, -0.1, 0.5], [0.7, 2.4, 3.5], [1.0, -1.4, -1.8], [-0.4, 0.7, -1.1], [-0.5, -0.3, 0.4], [-1.0, 1.2, 1.8], [-1.2, -2.1, -1.6], [0.3, 3.8, 9.8], [0.6, -0.7, -4.5], [-0.5, 1.8, 2.0], [-1.4, -3.0, 0.2], [0.1, -1.5, -2.0], [3.1, -2.8, 7.0], [0.0, -2.0, -4.0], [-1.1, -0.9, -3.5], [-0.2, -0.3, -1.9], [2.9, -2.9, -0.1], [1.0, -0.4, -1.0], [0.2, -2.6, -0.1], [-0.8, -0.2, -1.2], [2.0, 1.8, 3.1], [-2.2, -1.3, -1.4], [3.5, -2.5, -3.3], [-1.3, 3.7, 0.1], [0.6, -0.4, 0.2], [0.6, -4.9, -2.6], [0.3, -0.9, 0.5], [-1.6, -1.5, -1.9], [-2.8, 2.6, -5.9], [3.2, -0.9, -1.6], [3.0, 1.3, 0.6], [-2.4, 1.9, 2.0], [0.9, 2.6, 1.0], [-3.0, 3.7, 3.7], [-2.6, 3.4, -3.6], [0.7, -0.8, -0.1], [-1.1, -0.6, 0.4], [0.0, 5.9, -0.8], [0.8, 0.0, 0.0], [-0.1, -5.0, -6.8], [-0.1, 0.8, 0.3], [-0.1, 0.6, -3.1], [2.8, -11.5, -12.5], [0.7, 1.0, -1.0], [0.0, -2.6, 0.1], [0.6, 2.5, 3.8], [-0.7, 1.0, 0.4], [4.1, 0.6, 2.0], [-0.2, 0.7, -0.3], [5.8, -7.4, -1.6], [0.4, -2.3, -1.1], [-1.6, 1.2, -1.0], [-4.0, -0.5, -1.7], [-2.2, 0.3, 0.5], [-0.6, 0.6, -0.8], [-0.1, -0.7, -1.6], [-0.4, 1.7, 2.1], [-1.3, -0.8, 3.3], [4.6, 0.3, -1.3], [1.6, 1.4, 1.9], [1.6, -2.7, -0.7], [-2.1, 2.1, 1.1], [-2.2, -2.6, -1.6], [-0.6, 0.8, 2.3], [3.8, -2.7, 3.8], [-0.6, 4.0, 3.8], [-1.4, 0.6, 0.4], [-0.1, 5.4, -3.3], [-1.6, 1.4, 3.1], [2.4, 12.1, 13.8], [-5.3, 6.3, 0.1], [2.8, -0.5, 0.8], [0.8, -0.5, 0.4], [-0.2, 0.4, 0.0], [0.8, 0.5, -0.5], [-0.8, -1.3, -0.9], [0.5, 1.3, 2.6], [-1.0, -1.3, 0.7], [-0.3, -1.8, 0.3], [5.0, 0.0, -1.6], [-0.5, 0.2, 0.2], [0.7, 0.3, 2.3], [-2.1, -0.6, -1.9], [4.2, 1.8, -2.2], [-1.2, -4.9, 0.9], [-0.6, 0.2, 0.0], [-0.2, -0.8, -1.2], [0.6, -0.1, -0.6], [-0.8, -0.1, -1.4], [-3.8, -0.9, -0.2], [0.4, 2.9, 4.3], [1.9, 1.2, 0.7], [-3.6, -0.4, -1.2], [-2.9, 2.9, -0.3], [1.4, -0.1, 0.8], [0.4, 2.7, 2.0], [-0.5, -0.1, 0.0], [-7.1, -2.1, -1.1], [0.4, -0.2, 0.3], [1.0, -4.6, 0.6], [0.4, 0.4, 0.8], [-2.4, 1.4, 0.2], [-0.5, -0.3, 0.7], [1.5, 0.9, 0.4], [-2.9, -1.0, -3.3], [1.2, 0.0, -0.8], [-0.8, 3.2, 0.9], [0.1, -0.7, -0.5], [-1.9, -2.4, 1.0], [2.0, -0.6, 0.7], [-0.9, -1.4, -2.3], [3.3, -0.6, 4.5], [0.5, 0.0, -5.5], [2.6, -3.7, 2.9], [-3.1, 1.9, -0.8], [-0.4, 0.1, -0.2]],
  "lowdin_charge": [0.05, 0.05, 0.02, 0.04, 0.11, -0.41, 0.02, 0.11, 0.11, 0.15, 0.13, 0.00, 0.05, -0.06, 0.04, 0.00, -0.08, 0.02, -0.07, -0.47, 0.04, 0.08, 0.06, 0.04, -0.18, -0.04, -0.07, 0.19, -0.47, 0.02, 0.05, -0.15, -0.02, 0.09, 0.04, -0.06, -0.39, 0.05, -0.02, -0.16, 0.08, -0.01, -0.14, -0.09, 0.02, -0.01, 0.10, -0.01, -0.13, -0.33, 0.05, -0.03, 0.10, -0.04, -0.39, 0.00, 0.08, 0.12, 0.15, 0.11, 0.15, 0.19, -0.07, -0.29, 0.16, -0.06, 0.18, 0.06, -0.19, -0.01, 0.10, -0.08, 0.05, -0.07, 0.02, -0.04, 0.10, 0.10, 0.09, 0.10, 0.05, -0.01, -0.04, -0.04, 0.10, -0.04, -0.15, -0.03, 0.03, 0.10, 0.09, 0.11, 0.08, 0.17, 0.04, 0.12, 0.07, -0.45, 0.09, -0.01, 0.07, 0.04, 0.13, -0.05, 0.09, 0.04, 0.13, 0.12, 0.07, 0.07, -0.03, 0.11, 0.16, -0.03, -0.06, -0.41, 0.01, -0.01, 0.16, 0.09],
  "e_above_lowest_kcal_mol": 41.6,
  "total_charge": 0,
  "homo_energy_ev": -7.55,
  "homo_lumo_gap_ha": 0.2656
}

2.
{
  "formula": "C50H55INO3P2RhSi",
  "method": "wB97M-V/def2-TZVPD",
  "elements": ["H", "C", "H", "C", "H", "C", "Si", "H", "C", "C", "H", "O", "H", "C", "H", "C", "C", "C", "H", "C", "C", "H", "H", "H", "C", "H", "H", "H", "C", "C", "C", "H", "Rh", "C", "I", "H", "C", "H", "C", "C", "H", "H", "H", "C", "C", "H", "H", "H", "P", "O", "C", "H", "C", "C", "C", "C", "C", "C", "C", "H", "H", "H", "H", "H", "H", "C", "H", "C", "H", "C", "H", "C", "C", "O", "C", "C", "H", "H", "H", "C", "H", "C", "H", "H", "C", "H", "C", "C", "H", "C", "H", "C", "H", "H", "C", "H", "H", "H", "C", "H", "C", "H", "C", "H", "C", "H", "H", "H", "N", "H", "C", "H", "P", "C"],
  "xyz": [[3.08521, 4.83014, -2.03237], [4.41614, 0.17464, 2.19521], [1.64317, 2.53767, 3.60916], [-1.60374, -1.30586, 6.33065], [-1.90976, 2.89460, -5.10201], [-2.19634, -1.74317, -0.34662], [0.76020, 0.37967, -1.72606], [-2.13874, 0.52908, -0.77458], [-1.46405, 4.81232, -0.80022], [4.73703, 2.01363, 0.53238], [0.30128, -5.89953, -2.07669], [-0.27419, 2.26514, 2.94250], [4.03883, -1.32574, -0.10184], [-0.83101, 1.17444, -2.36128], [-1.45353, 4.12548, -1.64460], [3.90811, 3.45317, -3.46189], [-2.10282, -1.84903, -1.72815], [-4.20544, 1.78994, 1.59123], [1.90807, -4.16843, -5.10265], [-0.79951, 1.86175, -3.58349], [-0.13575, -4.12973, -0.95139], [-3.52866, -1.42051, 1.30452], [5.50057, 0.21322, 2.30816], [2.58546, -6.14607, -1.15694], [3.05900, 3.81932, -2.42542], [-2.78317, 2.16288, 3.18475], [-3.19269, -2.74067, 6.46220], [-3.67148, -5.16032, 2.44929], [2.11489, 1.57007, -2.35565], [-3.09419, 1.35851, 2.52058], [0.32677, -1.39504, -3.95713], [0.10098, 3.97934, 4.92911], [0.88393, -0.03262, 0.63415], [4.05423, 0.65793, 0.78289], [1.24072, -0.62297, 3.29041], [1.31970, 4.97456, 4.11040], [2.19572, 2.88078, -1.87836], [4.59461, 4.17523, -3.88769], [0.46464, 4.31296, 3.95619], [-2.34164, -2.76031, 4.49904], [0.14576, 1.99759, -4.10126], [-5.05988, 2.12031, 2.18706], [4.52456, 1.85875, -4.75670], [2.44403, -3.07571, -3.33154], [-3.23381, 1.55005, -2.29162], [-0.61356, 4.98293, 1.16841], [-4.52358, 0.95992, 0.95775], [-1.14366, -2.02986, -2.18844], [-0.71133, -1.84026, 0.72666], [-1.36346, 3.09630, 0.89142], [0.67841, -5.18240, -1.35697], [-1.70277, -0.95944, 7.35208], [0.86380, 3.12251, 3.11839], [-3.22784, -1.73193, -2.53241], [4.54114, -0.36511, -0.24995], [2.97719, 1.22863, -3.40495], [0.31690, -3.19210, -0.02613], [-3.06684, -4.31685, 2.76315], [-1.95977, 2.37046, -4.15470], [-3.88189, 2.61192, 0.95407], [4.35718, 2.76941, 1.22515], [1.99098, -2.63764, 1.20710], [2.73510, -1.82871, -1.61810], [-4.08852, 2.59348, -3.96100], [-1.12939, -4.05142, -1.37106], [-2.20304, -3.74089, 1.86930], [4.34814, -0.01299, -1.26462], [-4.56817, -1.36354, -0.57566], [-3.88835, -4.23263, 4.76405], [2.13771, -1.99716, -2.51108], [3.27285, -3.72889, -3.08060], [1.61335, -3.33957, 0.47393], [-0.69119, 4.24932, 0.36203], [-1.94100, 0.87860, 1.77987], [1.95959, -5.31857, -0.84739], [-2.06950, 1.04513, -1.72396], [-1.01831, 5.76077, -1.11086], [2.94464, 0.22922, -3.82203], [0.31372, 3.98515, 0.05855], [1.68061, -3.32124, -4.46621], [-5.53262, -1.17672, -0.11727], [-4.46550, -1.48688, -1.95732], [-3.39629, 0.51140, 3.13373], [1.56721, 3.17078, -1.05317], [-0.60553, -0.79552, 5.52308], [3.42745, -4.47912, 0.47935], [-1.37842, -2.61680, 2.21313], [-2.43680, -2.29223, 5.82740], [-2.50026, 4.99550, -0.50904], [2.42815, -4.38722, 0.06957], [4.56271, 2.35214, -0.48486], [-3.44247, -1.49430, 0.22576], [3.96756, 0.81447, 2.95834], [-4.18065, 1.42510, -1.77914], [3.87055, 2.15321, -3.94387], [5.81197, 1.90409, 0.69037], [1.25660, 3.44528, 2.14675], [-5.34835, -1.39802, -2.57861], [-3.18531, -3.80644, 4.05812], [5.61573, -0.51346, -0.12160], [-3.18193, 2.20694, -3.51181], [0.09591, -0.06184, 5.89776], [1.07495, -1.13528, -2.80361], [0.02431, -2.66349, -5.66370], [0.62103, -2.47910, -4.77827], [4.08782, -0.85398, 2.35942], [-0.49877, -0.74174, -4.22007], [-2.17324, -4.14303, 0.86480], [2.63063, 0.79225, 0.66704], [-3.12931, -1.81973, -3.60831], [-0.50316, -1.27041, 4.21159], [-0.33284, 4.87495, 3.46718], [-0.65958, 1.76441, 1.45837], [-1.36397, -2.18521, 3.58938]],
  "forces_ev_per_a": [[0.0, 0.0, 0.0], [-0.1, 0.0, 0.0], [0.0, 0.0, 0.0], [-0.1, -0.1, 0.0], [0.0, 0.0, 0.0], [0.0, -0.2, 0.0], [0.1, 0.1, 0.1], [0.0, 0.3, -0.1], [-0.1, 0.0, 0.0], [-0.2, 0.0, 0.1], [0.0, 0.0, 0.0], [0.2, 0.1, 0.3], [0.1, 0.1, 0.0], [-0.2, 0.1, 0.1], [0.0, -0.1, -0.1], [0.0, 0.0, 0.0], [-0.1, -0.3, -0.1], [0.0, 0.0, 0.0], [0.0, 0.0, 0.0], [-0.1, 0.0, 0.0], [0.0, -0.1, 0.0], [0.0, 0.0, -0.1], [0.0, 0.0, 0.0], [0.0, 0.0, 0.0], [0.0, 0.0, 0.1], [0.0, 0.0, 0.0], [0.0, 0.0, 0.0], [0.0, 0.0, 0.0], [0.1, 0.0, -0.1], [0.1, -0.1, 0.0], [0.2, 0.0, -0.1], [0.0, 0.0, 0.0], [-0.2, 0.3, 0.1], [0.0, 0.1, -0.1], [0.3, -0.2, 0.0], [0.0, 0.0, 0.0], [0.1, 0.0, -0.1], [0.0, 0.0, 0.0], [-0.1, 0.0, 0.1], [-0.1, 0.0, -0.1], [0.0, 0.0, 0.0], [0.0, 0.0, 0.0], [0.0, 0.0, 0.0], [0.0, 0.1, 0.0], [0.1, 0.2, 0.0], [0.0, 0.0, 0.0], [0.0, 0.1, 0.0], [-0.1, 0.0, 0.0], [-0.1, -0.4, -0.2], [-0.2, 0.1, -0.5], [-0.1, 0.1, 0.0], [0.0, 0.0, 0.0], [0.0, -0.1, -0.1], [0.0, -0.1, 0.1], [0.0, -0.1, 0.0], [0.0, 0.1, 0.0], [-0.1, 0.0, 0.1], [-0.1, 0.1, 0.1], [0.1, 0.0, 0.0], [0.0, 0.0, 0.0], [0.0, 0.0, 0.0], [0.0, 0.0, 0.1], [-0.1, 0.0, -0.2], [0.0, 0.0, 0.0], [0.0, -0.1, 0.1], [0.1, 0.1, 0.1], [0.0, 0.0, 0.0], [0.1, 0.0, 0.0], [0.0, 0.0, 0.0], [0.0, 0.0, 0.0], [-0.1, 0.0, 0.0], [0.0, -0.1, -0.1], [-0.1, 0.0, 0.3], [0.0, 0.2, -0.1], [0.0, 0.0, 0.0], [0.1, 0.4, 0.0], [0.0, -0.1, 0.0], [0.0, 0.0, 0.0], [0.3, -0.1, -0.1], [0.0, 0.0, 0.0], [0.0, 0.0, 0.0], [0.0, -0.1, 0.0], [0.0, 0.0, 0.1], [-0.1, 0.1, 0.1], [-0.1, 0.0, 0.0], [0.0, 0.0, 0.0], [0.1, 0.1, -0.1], [0.0, 0.1, 0.0], [0.0, 0.0, 0.0], [0.0, 0.0, 0.0], [0.0, 0.0, -0.1], [0.0, 0.0, 0.0], [0.0, 0.0, 0.0], [0.1, 0.0, 0.0], [-0.1, -0.1, 0.0], [0.0, 0.0, 0.0], [0.0, 0.0, 0.0], [0.0, 0.0, 0.0], [0.1, 0.0, -0.1], [0.0, 0.0, 0.0], [0.0, 0.0, 0.0], [0.0, 0.0, 0.0], [0.0, -0.3, -0.1], [0.0, 0.0, 0.0], [0.0, 0.0, 0.1], [0.0, 0.0, 0.0], [0.0, 0.0, 0.0], [0.1, 0.0, 0.0], [0.2, 0.2, 0.0], [0.0, 0.0, 0.0], [0.0, 0.1, -0.1], [0.0, 0.0, 0.0], [-0.2, -0.4, 0.1], [-0.2, 0.0, 0.0]],
  "lowdin_charge": [0.10, -0.10, 0.09, -0.12, 0.10, -0.36, 0.67, 0.06, -0.05, -0.03, 0.11, -0.34, 0.06, -0.27, 0.06, -0.09, -0.13, -0.06, 0.10, -0.11, -0.08, 0.11, 0.09, 0.10, -0.09, 0.11, 0.10, 0.10, -0.29, -0.23, -0.11, 0.08, 0.26, -0.70, 1.28, 0.08, -0.12, 0.10, -0.06, -0.18, 0.10, 0.08, 0.10, -0.08, -0.08, 0.11, 0.05, 0.07, 0.97, -0.26, -0.07, 0.10, -0.31, -0.07, -0.03, -0.10, -0.33, -0.11, -0.09, 0.07, 0.08, 0.03, 0.07, 0.10, 0.10, -0.15, 0.07, -0.08, 0.10, -0.12, 0.10, -0.14, -0.28, -0.32, -0.10, -0.12, 0.08, 0.10, 0.07, -0.09, 0.11, -0.09, 0.12, 0.07, -0.21, 0.11, -0.33, -0.06, 0.09, -0.08, 0.06, -0.10, 0.05, 0.10, -0.08, 0.09, 0.10, 0.11, -0.07, 0.10, -0.08, 0.07, -0.30, 0.10, -0.07, 0.04, 0.10, 0.09, 0.02, 0.11, -0.60, 0.07, 0.70, -0.22],
  "e_above_lowest_kcal_mol": 14.6,
  "total_charge": 0,
  "homo_energy_ev": [-4.23, -6.89],
  "spin_multiplicity": 5,
  "homo_lumo_gap_ha": [0.1634, 0.2094]
}